Computed, not measured: one molecule with the formula C2H6BrOP, with wB97M-V/def2-TZVPD.

Output
SMILES string	CP(Br)CO
DFT total energy	-83546.668	eV
charge	0
relative energy (zero: lowest compared OMol25 entry of this formula, charge and spin)	457.8	kJ/mol

Structure (XYZ):
```
11
Properties=species:S:1:pos:R:3:forces:R:3:mulliken_charge:R:1
C -0.229423 0.041666 -1.917232 -2.2177 -2.6168 2.0504 -0.941
C 0.262220 -0.514259 1.015083 5.1550 -0.1087 6.6237 -0.423
O 0.339632 0.477219 2.446919 1.9810 -1.4658 -3.7954 -0.476
P -0.935272 -0.147326 -0.181511 -1.8608 0.1937 -1.1131 -0.077
Br -1.571625 1.817253 0.610080 0.0264 0.4025 -0.3236 -0.164
H -0.358585 -1.069434 -1.985024 0.4335 0.4245 -0.7172 0.292
H -1.258928 0.317443 -2.178381 0.5663 0.6421 -1.4100 0.311
H 0.635236 0.289343 -2.490918 0.5212 1.1087 0.2062 0.406
H 1.304534 0.566798 2.155621 -1.8232 0.7510 1.8094 0.325
H 0.462362 -1.419658 1.728343 -1.7976 0.7035 -2.1597 0.381
H 1.349845 -0.359043 0.797022 -0.9842 -0.0346 -1.1706 0.367
```
Positions in Å, forces in eV/Å.